Entry 1:
This record from the Open Molecules 2025 dataset describes an isolated molecule of C4H6O. The level of theory is ωB97M-V/def2-TZVPD.

- calculated total energy (eV) = -6287.0804
- E_LUMO (spin up / spin down) (eV) = -0.51 / -1.11
- frontier orbital gap (spin up / spin down) (Ha) = 0.3216 / 0.2715
- E_HOMO (spin up / spin down) (eV) = -9.3 / -8.5

Atoms and positions in Å:
C: -1.24 -0.35 -0.15
C: 0.00 -0.01 0.71
C: 1.29 -0.29 -0.16
O: 0.87 -0.17 -1.42
C: -0.73 0.95 -0.03
H: -2.25 -0.63 0.12
H: -0.74 -0.83 -1.06
H: 0.06 0.00 1.80
H: 1.83 -1.22 0.08
H: 1.92 0.55 0.20
H: -1.01 2.00 -0.08

Entry 2:
This record from the Open Molecules 2025 dataset describes a cluster of 2 separate species, C5H11NOSi in total. The level of theory is ωB97M-V/def2-TZVPD.

- calculated total energy (eV) = -16768.6146
- <S²> = 2.2541
- multiplicity = 3
- E_LUMO (spin up / spin down) (eV) = -1.42 / -2.66
- frontier orbital gap (spin up / spin down) (Ha) = 0.2039 / 0.1972
- E_HOMO (spin up / spin down) (eV) = -7.0 / -8.0

Atoms and positions in Å:
C: -2.50 -0.43 0.30
C: -1.22 -0.84 0.31
C: -0.58 -2.17 0.64
C: 1.13 0.16 -1.43
C: 0.04 1.09 -1.03
N: -2.84 0.86 -0.01
O: -4.03 1.05 -0.36
Si: 0.29 1.90 0.62
H: -3.46 -0.97 0.37
H: 0.07 -2.40 -0.19
H: -1.18 -3.17 0.81
H: -0.23 -1.98 1.64
H: 1.38 -0.18 -0.39
H: 2.03 0.73 -1.78
H: 0.76 -0.58 -2.09
H: -0.81 1.25 -1.71
H: -1.11 2.53 0.87
H: 1.45 2.90 0.62
H: 0.95 0.89 1.46

Entry 3:
This record from the Open Molecules 2025 dataset describes a cluster of 2 separate species, C4H12 in total. The level of theory is ωB97M-V/def2-TZVPD.

- calculated total energy (eV) = -4340.6677
- <S²> = 0.7502
- multiplicity = 2
- E_LUMO (spin up / spin down) (eV) = 4.32 / 4.51
- charge = -1
- frontier orbital gap (spin up / spin down) (Ha) = 0.1015 / 0.4483
- E_HOMO (spin up / spin down) (eV) = 1.6 / -7.7

Atoms and positions in Å:
C: -1.93 -0.25 1.66
C: -1.68 -1.23 0.50
H: -1.64 -0.72 2.60
H: -1.35 0.68 1.57
H: -2.99 0.00 1.68
H: -2.10 -0.81 -0.39
H: -0.61 -1.32 0.32
H: -2.00 -2.23 0.79
C: 2.01 0.94 -1.77
C: 1.51 0.59 -0.35
H: 1.32 0.48 -2.48
H: 2.29 1.95 -2.05
H: 2.97 0.42 -1.93
H: 1.69 -0.48 -0.28
H: 0.45 0.77 -0.20
H: 2.06 1.20 0.36

Entry 4:
This record from the Open Molecules 2025 dataset describes a structure of composition C12H13IN2O4Pt. The level of theory is ωB97M-V/def2-TZVPD.

- calculated total energy (eV) = -35171.9136
- E_LUMO (eV) = -0.59
- frontier orbital gap (Ha) = 0.2666
- E_HOMO (eV) = -7.8

Atoms and positions in Å:
Pt: 0.56 0.48 0.27
N: 2.46 0.71 -0.59
C: 2.42 1.64 -1.76
C: 1.46 1.19 -2.85
C: 0.03 1.77 -2.70
O: -0.37 2.50 -3.59
O: -0.60 1.41 -1.65
H: 2.99 1.13 0.16
H: 2.92 -0.15 -0.85
H: 3.44 1.73 -2.15
H: 2.13 2.62 -1.37
H: 1.42 0.09 -2.87
H: 1.84 1.52 -3.82
I: -3.64 -2.87 1.88
C: -2.33 -1.26 2.09
C: -1.42 -1.26 3.18
C: -0.52 -0.24 3.31
C: -0.48 0.79 2.35
C: -1.42 0.82 1.30
C: -2.36 -0.24 1.19
C: 0.52 1.93 2.44
O: 0.79 2.52 3.45
O: 1.03 2.15 1.24
H: -1.45 -2.06 3.90
H: 0.18 -0.21 4.14
H: -1.56 1.70 0.68
H: -3.08 -0.21 0.38
C: -1.03 -3.45 -1.46
C: -0.41 -2.23 -0.96
N: 0.04 -1.26 -0.57
H: -0.26 -4.11 -1.86
H: -1.73 -3.20 -2.25
H: -1.56 -3.94 -0.65

calculated total energy of number 2 (C5H11NOSi)?
-16768.6146 eV